2 unconnected molecules or ions with the total composition C4H6NO3S at a distorted geometry, computed with ωB97M-V with the def2-TZVPD basis set.

Structure (XYZ):
```
15
Properties=species:S:1:pos:R:3:forces:R:3:lowdin_charge:R:1
C -1.8270 -0.5916 0.0029 -0.30 0.86 -0.34 0.00
C 0.3558 1.3383 2.0822 1.49 2.58 -1.76 -0.27
C -0.8852 -0.1657 0.8360 -2.06 0.57 1.93 -0.22
C 0.9411 1.9329 0.9910 -0.23 -1.62 1.08 0.02
N -0.4097 0.2464 1.9317 -1.30 -3.02 -1.81 0.04
O 0.7909 -0.2736 -2.7680 -0.36 0.09 0.22 -0.42
O -0.4883 -2.2969 -2.2130 -1.18 0.11 0.13 -0.41
O 1.8866 -2.2652 -1.8123 -1.20 1.17 0.17 -0.45
S 0.6469 -1.4543 -1.9331 3.20 -0.43 1.31 0.38
H -2.9339 -0.3076 0.1256 1.96 -0.34 0.13 0.09
H -1.5109 -1.0131 -0.9624 -0.64 -0.16 0.65 0.00
H 0.4579 1.6692 3.1128 0.21 0.11 -0.20 0.09
H 1.7352 2.6671 1.1194 -0.45 0.06 -0.28 0.04
H 0.4732 -0.8673 -0.5372 0.34 -1.05 -2.08 0.06
H 0.7675 1.3815 0.0244 0.50 1.08 0.87 0.06
```
Positions in Å, forces in eV/Å.

Values from the calculation:
Maximum force   3.76 eV/A
M   148.16 g mol⁻¹
Highest occupied orbital energy   -5.3 eV
Electronic energy   -834.631900 hartree
Relative energy (zero: lowest compared OMol25 entry of this formula, charge and spin)   3.745 eV
Orbital gap   8.29 eV
Lowest unoccupied orbital energy   3.03 eV
Net charge   -1

***

6 unconnected molecules or ions with the total composition C31H31F9NO19 at a distorted geometry, computed with ωB97M-V with the def2-TZVPD basis set.

Structure (XYZ):
```
91
Properties=species:S:1:pos:R:3:forces:R:3:lowdin_charge:R:1
C -3.8429 0.4297 1.6491 0.96 0.31 1.41 -0.04
C -3.8133 2.0273 1.5387 -0.40 0.24 -0.36 -0.27
C -4.3810 2.8295 2.8346 0.18 -0.03 -1.73 -0.04
N -3.3179 2.6941 0.4684 1.87 -0.88 4.09 0.06
C -1.8393 2.5590 0.6573 1.56 -2.67 -2.41 -0.13
C -1.0339 1.6716 -0.1423 -0.67 1.49 1.68 -0.05
C -1.6713 0.7625 -1.2966 0.38 0.68 -0.17 -0.09
C -0.7232 -0.4223 -1.8048 -0.91 -0.81 0.60 -0.28
C -0.6862 -1.6520 -0.7605 -0.14 0.25 -1.08 -0.03
F -1.3610 -0.9555 -3.0219 0.73 0.75 1.37 -0.12
C 0.5437 1.6180 0.2279 0.98 0.37 -0.50 -0.22
O 1.4651 1.5930 -0.6341 -3.12 -0.34 2.80 0.02
C 0.8486 1.6451 1.8187 -1.74 1.81 1.37 -0.06
C 1.9510 0.7221 2.5098 -0.68 -0.14 -0.70 -0.12
C 3.4337 1.3313 2.5042 0.36 -1.51 0.55 -0.04
C 4.4085 0.1436 3.0332 -0.83 -0.57 0.02 -0.36
F 3.8041 -0.5633 4.1379 1.85 1.65 -2.41 0.03
F 5.6736 0.6260 3.4710 -2.56 -1.38 -1.01 0.04
F 4.6023 -0.8718 2.0232 0.02 2.39 2.43 0.03
C 0.0438 2.5268 2.6204 1.11 -1.13 -2.19 0.03
C 0.1609 2.6663 4.2080 0.98 2.02 4.92 -0.55
O -0.5005 1.7988 4.9016 1.47 1.87 -3.00 -0.09
O 0.8811 3.6723 4.8431 -2.71 -4.21 -4.19 -0.19
C -1.0755 3.3894 1.8255 -0.17 1.92 0.37 -0.19
O -1.3158 4.6029 2.0533 0.69 -4.62 -0.71 0.06
H -2.8387 -0.0137 1.2854 -1.76 0.74 0.28 0.08
H -3.8965 0.1685 2.7728 -0.01 0.35 -1.70 0.09
H -4.7395 -0.0691 1.1268 1.50 1.18 0.63 0.08
H -4.4684 3.9311 2.5033 0.03 -1.79 0.70 0.09
H -3.5445 2.7468 3.6322 -1.33 -0.05 -1.24 0.11
H -5.3681 2.3842 3.1963 1.43 0.64 -0.28 0.08
H -1.9131 1.4177 -2.2150 0.44 -0.86 1.37 0.13
H -2.6870 0.3708 -0.9112 1.76 0.39 -0.63 0.10
H 0.3231 -0.1004 -2.1236 -1.56 -0.25 0.54 0.14
H -0.4264 -2.5880 -1.3842 -0.12 1.43 1.11 0.08
H 0.1090 -1.4540 0.0385 -1.23 -0.39 -1.04 0.08
H -1.7323 -1.8497 -0.3230 1.70 0.50 -0.53 0.08
H 1.9355 -0.2932 1.9496 0.24 1.65 0.82 0.13
H 1.5974 0.4972 3.5752 0.53 0.57 -1.52 0.13
H 3.7510 1.6154 1.4454 -0.32 -0.35 1.52 0.13
H 3.5671 2.2011 3.2287 -0.48 -1.34 -1.11 0.12
C 5.5681 4.5764 3.7613 -0.30 -0.39 1.01 -0.05
C 6.0576 5.8229 3.0975 0.60 0.21 0.11 -0.32
O 6.0591 5.4798 1.7261 -0.55 0.01 0.25 0.12
C 5.0707 4.5500 1.5868 -0.94 -1.04 -1.11 -0.52
O 4.5977 4.2267 0.5355 0.54 0.38 0.89 0.17
O 4.6833 4.0407 2.7882 0.49 0.73 -0.77 0.05
F 7.3290 6.1068 3.4716 0.11 0.24 -0.01 0.07
H 6.3702 3.8588 3.9569 0.11 0.20 -0.12 0.15
H 5.0447 4.7808 4.6967 -0.17 -0.11 -0.22 0.15
H 5.4203 6.6976 3.2573 0.18 0.03 0.02 0.18
C -5.2235 -0.2741 -4.1091 0.63 -0.24 -0.75 -0.07
C -6.0869 0.8023 -3.5332 -0.59 0.17 -0.10 -0.32
O -6.4325 0.2935 -2.2620 0.64 0.02 -0.13 0.14
C -5.3897 -0.5047 -1.8967 0.52 -0.79 1.32 -0.52
O -5.1968 -0.8908 -0.7805 -0.33 0.22 -1.18 0.15
O -4.5879 -0.8031 -2.9562 -0.50 0.27 0.54 0.07
F -7.2218 0.9571 -4.2589 -0.15 0.19 -0.06 0.07
H -5.8027 -1.0626 -4.5986 -0.17 0.18 0.07 0.15
H -4.4905 0.1141 -4.8180 0.09 -0.11 0.23 0.15
H -5.5857 1.7679 -3.4188 -0.18 0.01 -0.05 0.18
C 4.4825 7.3015 -0.9940 -0.76 -0.77 0.27 -0.06
C 5.9534 7.5362 -0.8720 0.49 -0.42 -0.37 -0.33
O 6.1146 8.8531 -1.3596 -0.52 0.10 0.47 0.14
C 4.9396 9.4866 -1.0841 -0.56 1.48 -0.10 -0.53
O 4.7960 10.6757 -1.1042 0.15 -1.06 -0.04 0.16
O 3.9499 8.6016 -0.7751 0.68 0.56 -0.12 0.08
F 6.6478 6.6936 -1.6733 0.22 -0.03 0.06 0.08
H 4.1919 6.9524 -1.9888 0.26 0.00 0.03 0.15
H 4.1105 6.5938 -0.2522 -0.06 0.19 -0.07 0.13
H 6.3353 7.4742 0.1506 0.11 -0.11 -0.17 0.16
C -1.8378 -5.9415 -2.7685 -0.13 0.04 -1.06 -0.07
C -1.7491 -6.8685 -1.5991 0.63 -0.34 0.19 -0.33
O -1.7397 -5.9925 -0.4911 -0.52 0.05 -0.45 0.14
C -2.4426 -4.8946 -0.8912 -0.64 1.54 0.88 -0.53
O -2.8730 -4.0640 -0.1463 0.42 -0.87 -0.70 0.16
O -2.6011 -4.8641 -2.2451 0.06 -0.17 0.68 0.07
F -0.5843 -7.5585 -1.6127 0.04 -0.12 0.12 0.07
H -0.8593 -5.5719 -3.0886 0.04 -0.18 0.20 0.15
H -2.3375 -6.3977 -3.6244 -0.08 0.15 0.13 0.14
H -2.5900 -7.5629 -1.5116 0.17 -0.09 0.01 0.17
C -1.3536 -12.4263 -2.8253 -0.14 -0.99 -0.26 -0.07
C -1.1659 -11.5022 -1.6649 0.68 0.11 0.44 -0.32
O -1.0788 -10.2307 -2.2750 -0.69 -0.48 -0.29 0.12
C -1.8204 -10.3245 -3.4133 -0.41 1.16 -1.03 -0.52
O -2.2005 -9.3820 -4.0472 0.36 -0.83 0.58 0.17
O -2.0840 -11.6217 -3.7391 0.07 0.64 0.24 0.08
F 0.0010 -11.7545 -1.0269 -0.03 0.02 0.19 0.08
H -0.4065 -12.7270 -3.2824 0.05 0.15 0.22 0.15
H -1.9139 -13.3234 -2.5572 -0.10 0.17 -0.16 0.14
H -1.9905 -11.5093 -0.9460 0.17 0.01 0.09 0.18
```
Positions in Å, forces in eV/Å.

Values from the calculation:
Maximum force   6.53 eV/A
M   892.56 g mol⁻¹
Highest occupied orbital energy   -4.9 eV
Electronic energy   -3582.871051 hartree
Orbital gap   6.31 eV
Lowest unoccupied orbital energy   1.36 eV
Net charge   -1